(1)
A cluster of 2 separate species, C4H12NO2 in total. Source: the Open Molecules 2025 dataset; level of theory: ωB97M-V/def2-TZVPD.

Computed properties:
orbital gap: 6.8 eV
total charge: -1
LUMO energy: 4.019 eV
energy relative to the best compared isomer or geometry (same formula, charge and spin): 0.4840 eV

Each line ends with the natural charge from an NBO analysis.
Atoms and positions in Å:
C: -0.6075 0.5422 1.4515  -0.622
C: 0.3617 -0.4292 0.7677  -0.030
C: 1.8043 0.1204 0.8850  -0.635
N: -0.0791 -0.7845 -0.5748  -0.721
C: 0.3251 0.2255 -1.6560  0.137
O: 1.5409 0.0317 -2.1163  -0.940
H: -0.8715 1.2920 0.7158  0.207
H: -0.1630 0.9374 2.3615  0.186
H: -1.5503 0.0572 1.7052  0.206
H: 0.3734 -1.3535 1.3443  0.162
H: 1.8601 1.1830 0.6672  0.201
H: 2.4521 -0.4149 0.1951  0.241
H: 2.1560 -0.0490 1.9122  0.171
H: 0.4831 -1.5741 -0.8804  0.361
H: 0.1299 1.2295 -1.1896  0.053
H: -0.4783 0.1354 -2.4343  0.064
H: -2.8824 0.3270 -1.1501  0.452
H: -1.9456 -0.8599 -1.0404  0.507
O: -2.9088 -0.6160 -0.9636  -1.001

***

(2)
A cluster of 2 separate species, C4H12NO2 in total in a non-equilibrium geometry. Source: the Open Molecules 2025 dataset; level of theory: ωB97M-V/def2-TZVPD.

Computed properties:
orbital gap: 6.6 eV
total charge: -1
LUMO energy: 4.013 eV
energy relative to the best compared isomer or geometry (same formula, charge and spin): 1.0165 eV

Each line ends with the natural charge from an NBO analysis.
Atoms and positions in Å:
C: -1.2839 -0.3081 1.1625  -0.642
C: -0.3716 -0.5477 -0.0617  -0.051
C: 1.0544 -0.1132 0.2137  -0.447
C: 1.2367 1.2822 0.8780  0.010
O: 1.0652 1.3153 2.1812  -0.933
N: -0.3680 -1.9226 -0.6228  -0.829
H: -1.1420 0.7257 1.4547  0.259
H: -2.3008 -0.6296 0.9156  0.165
H: -0.9612 -0.8563 2.0486  0.199
H: -0.9069 0.0470 -0.7981  0.166
H: 1.4948 -0.8326 0.9146  0.188
H: 1.6315 -0.1922 -0.7183  0.165
H: 2.2510 1.6150 0.5079  0.061
H: 0.5827 1.9762 0.2488  0.025
H: -0.0241 -2.4950 0.1449  0.335
H: -1.3560 -2.1362 -0.7025  0.332
H: -0.5449 1.5200 -2.1042  0.473
H: 0.4107 0.5826 -2.7645  0.474
O: -0.4676 0.9696 -2.8982  -0.950

***

(3)
A structure of composition C4H12NO2 in a non-equilibrium geometry. Source: the Open Molecules 2025 dataset; level of theory: ωB97M-V/def2-TZVPD.

Computed properties:
orbital gap: 5.4 eV
total charge: -1
LUMO energy: 2.512 eV
energy relative to the best compared isomer or geometry (same formula, charge and spin): 5.8015 eV

Each line ends with the natural charge from an NBO analysis.
Atoms and positions in Å:
C: -0.8741 1.2046 -0.6952  -0.080
O: -2.0979 0.6383 -0.8261  -0.880
C: -0.1930 0.4939 0.4581  -0.042
C: 0.3737 -0.8068 0.2143  -0.511
C: 1.7910 -0.8213 -0.5659  -0.214
N: 2.8910 -0.2531 0.0809  -0.876
H: -0.2912 1.0890 -1.6228  0.124
H: -0.9831 2.2811 -0.4613  0.111
H: 0.9632 1.2349 0.6662  0.004
H: -0.8042 0.6247 1.3508  0.226
H: 0.5606 -1.2947 1.1842  0.204
H: -0.4220 -1.3757 -0.2629  0.289
H: 1.5518 -0.3491 -1.5442  0.136
H: 1.9320 -1.8923 -0.7411  0.167
H: 1.3623 1.8534 1.0276  0.142
H: 2.7550 0.7498 0.0802  0.281
H: -2.6683 -0.4176 0.1557  0.512
H: -3.0331 -1.9051 0.5510  0.440
O: -2.8137 -1.0539 0.9506  -1.031

***

(4)
A structure of composition C4H12NO2 in a non-equilibrium geometry. Source: the Open Molecules 2025 dataset; level of theory: ωB97M-V/def2-TZVPD.

Computed properties:
orbital gap (spin up / spin down): 2.4 / 7.8 eV
2S+1: 2
total charge: -2
LUMO energy (spin up / spin down): 6.793 / 6.665 eV
energy relative to the best compared isomer or geometry (same formula, charge and spin): 1.7165 eV

Each line ends with the Löwdin spin population.
Atoms and positions in Å:
C: -0.3944 1.0770 -2.0459  0.461
C: -0.0195 0.0202 -1.0400  0.028
C: -0.8548 0.1743 0.1626  0.057
C: -0.9198 -1.1376 1.0550  0.020
O: -0.5424 -0.9671 2.3455  0.006
N: 1.4448 0.4004 -0.7946  0.007
H: -1.2262 0.6281 -2.6227  0.129
H: 0.4907 1.2540 -2.6983  0.081
H: -0.8210 2.0207 -1.5288  0.118
H: 0.0433 -1.0224 -1.5010  0.011
H: -1.9082 0.4607 0.0473  0.039
H: -0.4968 1.0123 0.7177  0.011
H: -0.5803 -2.0675 0.5515  0.001
H: -2.1448 -1.2926 1.1984  0.007
H: 1.8608 0.0207 0.0930  0.001
H: 1.4038 1.3742 -0.3855  0.019
H: 2.2491 -0.9604 2.2961  0.001
H: 0.6129 -0.7065 2.1952  0.001
O: 1.8027 -0.2884 1.9545  0.004

***

(5)
A cluster of 3 separate species, C4H12NO2 in total in a non-equilibrium geometry. Source: the Open Molecules 2025 dataset; level of theory: ωB97M-V/def2-TZVPD.

Computed properties:
orbital gap: 9.0 eV
total charge: +1
LUMO energy: -4.698 eV
energy relative to the best compared isomer or geometry (same formula, charge and spin): 2.7376 eV

Each line ends with the natural charge from an NBO analysis.
Atoms and positions in Å:
C: -1.0454 0.4115 2.1905  -0.684
C: -0.5634 -0.2406 0.9872  -0.080
C: 0.7571 -0.3415 0.7964  -0.125
N: 1.3122 -1.0066 -0.3414  -0.389
C: 2.0965 -2.0098 -0.2098  0.115
H: -1.9133 1.0235 1.8352  0.251
H: -1.6566 -0.1977 2.9525  0.259
H: -0.3402 0.9177 2.8760  0.242
H: -1.3527 -0.7960 0.4576  0.234
H: 1.5341 0.1482 1.3439  0.233
H: 0.9443 -0.8304 -1.3026  0.474
H: 2.5496 -2.5982 -1.0310  0.232
H: 2.6315 -2.2042 0.7083  0.218
H: -0.3878 1.6445 -1.3713  0.515
H: 0.6898 1.5556 -2.5832  0.493
O: 0.4132 1.2382 -1.7238  -1.007
H: -2.7498 0.4313 -1.3791  0.489
H: -2.7660 1.8754 -1.0475  0.491
O: -2.1683 1.1150 -1.0224  -0.962

***

(6)
A cluster of 3 separate species, C4H12NO2 in total in a non-equilibrium geometry. Source: the Open Molecules 2025 dataset; level of theory: ωB97M-V/def2-TZVPD.

Computed properties:
orbital gap: 6.6 eV
total charge: +1
LUMO energy: -6.318 eV
energy relative to the best compared isomer or geometry (same formula, charge and spin): 5.7725 eV

Each line ends with the natural charge from an NBO analysis.
Atoms and positions in Å:
C: 3.1999 0.7577 1.4814  -0.682
C: 1.7765 0.3062 0.9201  -0.086
C: 1.7568 0.1248 -0.4860  -0.062
N: 0.4756 -0.0203 -1.0532  -0.498
C: 0.3023 0.1894 -2.3055  0.092
H: 3.6729 1.7309 1.0559  0.256
H: 3.9254 -0.0938 1.4408  0.248
H: 2.9855 0.9768 2.5857  0.238
H: 0.9199 0.4920 1.6201  0.254
H: 2.6049 0.0855 -1.2339  0.253
H: -0.4413 -0.1648 -0.5788  0.498
H: 0.4192 -0.8079 -2.8015  0.241
H: -0.3379 1.0191 -2.6433  0.209
H: -4.2135 -2.2248 0.0538  0.494
H: -4.3272 -1.5361 1.3837  0.491
O: -3.8637 -1.5126 0.5437  -0.962
H: -2.0592 1.3040 0.4714  0.480
H: -2.7498 -0.0824 0.5410  0.528
O: -1.8789 0.4095 0.4335  -0.991

***

(7)
A cluster of 2 separate species, C4H12NO2 in total in a non-equilibrium geometry. Source: the Open Molecules 2025 dataset; level of theory: ωB97M-V/def2-TZVPD.

Computed properties:
orbital gap: 10.4 eV
total charge: +1
LUMO energy: -3.376 eV
energy relative to the best compared isomer or geometry (same formula, charge and spin): 1.1564 eV

Each line ends with the natural charge from an NBO analysis.
Atoms and positions in Å:
C: -0.0393 -0.1282 1.5184  -0.653
C: -0.1132 0.0039 0.0206  -0.025
C: -0.6986 1.3332 -0.4031  -0.547
C: -2.2093 1.3808 -0.3156  0.439
O: -2.8964 0.4326 -0.5531  -0.475
N: 1.3192 -0.1110 -0.5430  -0.689
H: 0.3009 -1.1057 1.8521  0.238
H: 0.5630 0.6299 2.0165  0.229
H: -1.0180 0.0693 1.9665  0.258
H: -0.5800 -0.8569 -0.4250  0.239
H: -0.2377 2.1696 0.1268  0.236
H: -0.4273 1.5552 -1.4501  0.241
H: -2.6360 2.3411 -0.0623  0.140
H: 1.1595 -0.1722 -1.5444  0.431
H: 1.8068 0.7859 -0.4729  0.431
H: 1.8204 -0.8966 -0.1172  0.480
H: 3.2258 -2.7376 -0.5460  0.491
H: 3.6385 -2.6676 0.8859  0.509
O: 3.1441 -2.1594 0.2276  -0.973

***

(8)
A cluster of 2 separate species, C4H12NO2 in total in a non-equilibrium geometry. Source: the Open Molecules 2025 dataset; level of theory: ωB97M-V/def2-TZVPD.

Computed properties:
orbital gap: 11.5 eV
total charge: +1
LUMO energy: -3.077 eV
energy relative to the best compared isomer or geometry (same formula, charge and spin): 1.1789 eV

Each line ends with the natural charge from an NBO analysis.
Atoms and positions in Å:
O: -1.5147 1.8055 -0.0305  -0.497
C: -0.4417 1.8343 0.5024  0.434
C: 0.4830 0.6172 0.4400  -0.151
N: -0.0721 -0.2764 -0.6102  -0.532
C: 0.2552 0.0664 -1.9948  -0.438
C: 0.4244 -0.0212 1.8087  -0.637
H: -0.0784 2.6760 1.1279  0.160
H: 1.4761 0.9061 0.0871  0.243
H: 0.0732 -1.2952 -0.4245  0.480
H: -1.0992 -0.3264 -0.5574  0.444
H: -0.2831 0.9514 -2.3032  0.242
H: -0.0663 -0.7264 -2.6584  0.241
H: 1.3081 0.3054 -2.1990  0.238
H: -0.5639 -0.4033 2.0186  0.231
H: 0.6413 0.6767 2.6013  0.255
H: 1.0896 -0.8612 1.9493  0.246
H: 1.2795 -3.4976 0.1145  0.513
H: -0.2207 -3.5699 -0.1609  0.502
O: 0.5188 -2.9325 -0.0848  -0.975